[1]
DFT (ωB97M-V/def2-TZVPD) results for a structure of composition C11H13MoNO7PS2Se.

Computed properties:
**Multiplicity**: 2
**Frontier orbital gap (alpha / beta)**: 4.2318 / 4.3329 eV
**LUMO energy (alpha / beta)**: 4.42 / 4.42 eV
**HOMO (alpha / beta)**: 0.189 / 0.085 eV
**<S²>**: 0.77
**Charge**: -2
**Relative energy (zero: lowest compared OMol25 entry of this formula, charge and spin)**: 0.0000 eV

Last column: Mulliken spin population.
Cartesian coordinates (Å):
Mo (-1.05392, -0.24372, 0.01996)  0.84
O (-4.55868, 4.77808, 0.79473)  0.00
C (-3.74093, 3.68635, 0.61908)  0.02
C (-2.79180, 3.64557, -0.39197)  -0.02
C (-2.01435, 2.51023, -0.51546)  0.01
N (-2.17790, 1.48004, 0.31019)  0.00
C (-3.05561, 1.52555, 1.31249)  0.04
C (-3.87224, 2.61976, 1.50155)  -0.02
C (-3.00510, 0.29095, 2.19640)  -0.02
O (-3.78956, 0.18651, 3.13296)  0.00
O (-2.07929, -0.53129, 1.85695)  0.01
C (-0.83921, 2.34935, -1.46148)  0.03
O (-0.58674, 3.25358, -2.25702)  0.01
O (-0.17860, 1.27440, -1.26501)  -0.01
H (-4.34421, 5.41519, 0.10635)  0.00
H (-2.62364, 4.46786, -1.07810)  0.00
H (-4.57886, 2.63080, 2.31899)  0.00
C (3.48330, -3.69033, 2.00603)  0.00
C (3.51064, -2.63332, 0.91901)  0.00
O (2.85289, -1.46384, 1.37895)  0.00
P (1.52053, -0.94622, 0.55820)  0.00
S (0.92690, 0.62825, 1.59447)  -0.01
S (0.24175, -2.46678, 0.37140)  0.02
O (2.29845, -0.64081, -0.82495)  -0.01
C (1.72059, -0.79910, -2.12639)  0.01
C (2.52825, -1.82386, -2.89482)  0.00
H (4.02508, -4.58608, 1.68848)  0.00
H (2.44921, -3.95864, 2.22338)  0.00
H (3.94124, -3.30740, 2.92013)  0.00
H (3.03065, -3.01724, 0.01517)  0.00
H (4.53940, -2.36115, 0.65882)  0.00
H (1.73201, 0.17925, -2.60423)  0.00
H (0.67878, -1.11371, -2.04820)  -0.01
H (3.58255, -1.53845, -2.94293)  0.00
H (2.14140, -1.91081, -3.91302)  0.00
H (2.45027, -2.80146, -2.41477)  0.00
Se (-2.36322, -1.08752, -1.76532)  0.10

[2]
DFT (ωB97M-V/def2-TZVPD) results for the molecule C4H8O.

Computed properties:
**Frontier orbital gap**: 10.7884 eV
**LUMO energy**: 1.01 eV
**HOMO**: -9.779 eV
**Charge**: 0
**Relative energy (zero: lowest compared OMol25 entry of this formula, charge and spin)**: 0.2552 eV
**SMILES**: CC(C)C=O

Last column: Löwdin charge in e.
Cartesian coordinates (Å):
C (-1.28634, 0.34830, 0.36125)  -0.07
C (0.02122, 0.12247, -0.42113)  -0.40
C (0.54321, -1.30421, -0.26512)  -0.08
C (0.99180, 1.16112, 0.11488)  -0.25
O (1.90040, 0.91749, 0.87350)  0.06
H (-2.03507, -0.41520, 0.12569)  0.08
H (-1.06568, 0.30280, 1.42352)  0.08
H (-1.73053, 1.32569, 0.14684)  0.08
H (-0.14343, 0.34211, -1.48678)  0.14
H (1.50622, -1.42583, -0.77050)  0.08
H (-0.16277, -2.02413, -0.69628)  0.08
H (0.68977, -1.55908, 0.78916)  0.08
H (0.77118, 2.20847, -0.19501)  0.13

[3]
DFT (ωB97M-V/def2-TZVPD) results for a cluster of 2 separate species, CH2Cl2NO2S in total in a non-equilibrium geometry.

Computed properties:
**Frontier orbital gap (alpha / beta)**: 7.3637 / 7.3655 eV
**LUMO energy (alpha / beta)**: 3.31 / 3.31 eV
**HOMO (alpha / beta)**: -4.058 / -4.059 eV
**Charge**: -1
**Relative energy (zero: lowest compared OMol25 entry of this formula, charge and spin)**: 2.9067 eV

Last column: Löwdin charge in e.
Cartesian coordinates (Å):
C (2.04905, 0.24294, -0.14879)  -0.96
N (-1.24780, 0.33895, 0.18738)  -0.23
O (-0.93279, -1.69442, -1.38153)  -0.49
O (-0.41813, -1.85315, 0.97759)  -0.50
S (-0.27742, -1.02745, -0.23973)  0.45
Cl (1.61428, 0.66588, 1.44507)  0.45
Cl (1.32286, 1.49757, -1.24843)  0.30
H (-0.53216, 0.67614, 0.85808)  -0.09
H (-1.57788, 1.15354, -0.44964)  0.07

[4]
DFT (ωB97M-V/def2-TZVPD) results for a cluster of 7 separate species, C9H32N2O6 in total in a non-equilibrium geometry.

Computed properties:
**Frontier orbital gap**: 5.6614 eV
**LUMO energy**: 0.02 eV
**HOMO**: -5.644 eV
**Charge**: 0
**Relative energy (zero: lowest compared OMol25 entry of this formula, charge and spin)**: 0.0000 eV

Last column: Löwdin charge in e.
Cartesian coordinates (Å):
N (-0.49738, -1.85360, -0.95508)  0.24
H (-0.45340, -1.15946, -0.16528)  0.06
H (-1.44919, -2.22320, -1.05218)  0.08
H (0.18796, -2.62078, -0.84395)  0.07
H (-0.27882, -1.28044, -1.77939)  0.05
C (-1.01797, 2.51684, 2.07720)  -0.03
C (-0.72108, 1.75658, 0.76045)  -0.54
C (0.08691, 2.70163, -0.14728)  -0.15
C (1.55567, 2.83331, 0.24169)  -0.19
C (2.23785, 1.47930, 0.42923)  -0.15
C (1.43285, 0.52399, 1.32824)  -0.53
N (0.03874, 0.53544, 0.84734)  -0.21
O (-0.74269, -0.50216, 1.41902)  -0.30
C (1.60428, 0.91098, 2.78504)  -0.04
C (1.94200, -0.87853, 1.02361)  -0.05
C (-2.06938, 1.58635, 0.06031)  -0.05
H (-1.44330, 1.77660, 2.75855)  0.09
H (-1.67649, 3.37149, 1.94548)  0.08
H (-0.07117, 2.83690, 2.50777)  0.05
H (-0.39264, 3.68517, -0.10783)  0.12
H (0.15766, 2.42258, -1.21097)  0.10
H (1.63534, 3.36420, 1.20324)  0.10
H (2.12983, 3.49050, -0.41755)  0.11
H (3.19729, 1.61388, 0.94139)  0.12
H (2.44437, 1.06820, -0.56656)  0.10
H (2.53048, 0.49958, 3.20459)  0.08
H (0.79509, 0.48904, 3.38486)  0.09
H (1.65292, 1.98214, 2.97498)  0.06
H (1.40143, -1.66759, 1.53764)  0.08
H (3.00819, -0.88910, 1.28151)  0.09
H (1.89741, -1.04285, -0.05509)  0.07
H (-2.47568, 2.57826, -0.14451)  0.08
H (-2.78158, 1.08785, 0.71900)  0.08
H (-1.97890, 0.99385, -0.85517)  0.07
O (-0.58374, -1.86738, -4.40781)  -0.06
H (-0.48032, -1.04527, -3.91145)  -0.01
H (-1.26379, -1.68058, -5.06169)  0.04
O (0.94802, -4.21100, -0.78551)  -0.04
H (1.89778, -4.19116, -0.62475)  0.06
H (0.82454, -4.87759, -1.46905)  0.06
O (0.37391, 0.18100, -2.54396)  -0.07
H (0.43695, 0.82382, -1.81555)  0.03
H (0.96416, 0.51116, -3.23044)  0.08
O (-1.65874, -3.46667, 1.42575)  -0.06
H (-1.10213, -3.27221, 2.18594)  0.03
H (-2.50205, -3.05375, 1.63359)  0.04
O (-3.19937, -1.96621, -1.78673)  -0.04
H (-3.37552, -1.18126, -2.31568)  0.05
H (-3.16632, -2.68985, -2.42291)  0.05

[5]
DFT (ωB97M-V/def2-TZVPD) results for a cluster of 2 separate species, C35H70N4O5P in total in a non-equilibrium geometry.

Computed properties:
**Frontier orbital gap**: 6.4705 eV
**LUMO energy**: -3.80 eV
**HOMO**: -10.268 eV
**Charge**: +1

Last column: Löwdin charge in e.
Cartesian coordinates (Å):
C (14.50521, -4.57783, 0.34736)  -0.15
C (14.45231, -2.97898, 0.12871)  -0.28
C (13.71743, -2.17729, 1.31883)  -0.21
C (14.30742, -0.66283, 1.31685)  -0.20
C (13.08758, 0.42479, 1.26378)  -0.20
C (13.21244, 1.36600, -0.03531)  -0.21
C (11.89780, 1.42784, -0.95775)  -0.21
C (10.53318, 1.72280, -0.16014)  -0.22
C (10.26797, 3.32640, -0.01310)  -0.21
C (8.71731, 3.49138, 0.37888)  -0.23
C (8.14246, 4.99135, 0.15965)  -0.20
C (6.81854, 5.12632, 1.08310)  -0.22
C (5.46175, 5.30259, 0.20442)  -0.22
C (4.17047, 5.43317, 1.15702)  -0.22
C (2.77631, 5.52029, 0.34901)  -0.22
C (1.49761, 5.14729, 1.27974)  -0.22
C (0.08858, 5.48257, 0.58770)  -0.19
C (-1.12280, 4.52361, 1.10642)  -0.20
N (-2.33787, 4.83880, 0.24207)  0.02
C (-3.57950, 4.41106, 0.92684)  -0.24
N (-4.30201, 5.47212, 1.68083)  0.11
N (-4.06414, 3.18418, 0.87300)  0.12
C (-5.32928, 2.72032, 1.55820)  -0.13
C (-5.06683, 1.27322, 2.20488)  -0.16
C (-6.28200, 0.23292, 2.02926)  -0.23
N (-7.48151, 0.55524, 2.85118)  -0.09
C (-8.72885, 0.68130, 2.04655)  -0.20
C (-9.60878, -0.64952, 1.95334)  -0.09
C (-9.41035, -1.94250, 2.78186)  -0.02
C (-10.33668, -3.19029, 2.54210)  -0.07
C (-11.49581, -3.19753, 1.49425)  -0.07
C (-11.70780, -1.88753, 0.68960)  -0.02
C (-10.78424, -0.64146, 0.92262)  -0.18
O (-11.09474, 0.52504, 0.11912)  -0.05
H (15.02355, -4.81883, 1.33564)  0.07
H (15.13350, -5.00231, -0.52097)  0.07
H (13.46274, -5.05588, 0.31142)  0.07
H (15.54993, -2.64429, -0.01373)  0.11
H (13.85392, -2.75977, -0.83454)  0.11
H (12.59357, -2.12794, 1.05258)  0.11
H (13.88934, -2.61879, 2.35752)  0.11
H (15.00495, -0.46031, 2.21754)  0.11
H (14.99194, -0.57731, 0.38937)  0.09
H (13.25217, 1.08826, 2.19818)  0.11
H (12.07146, -0.07287, 1.40416)  0.09
H (13.54482, 2.40666, 0.34823)  0.11
H (14.07578, 1.01346, -0.72192)  0.10
H (11.84804, 0.49393, -1.63410)  0.11
H (12.03971, 2.31655, -1.68625)  0.10
H (10.43718, 1.18654, 0.84182)  0.10
H (9.66222, 1.34037, -0.81512)  0.10
H (10.94121, 3.66011, 0.86043)  0.12
H (10.54834, 3.88948, -0.98366)  0.12
H (8.60081, 3.23231, 1.48426)  0.11
H (8.11347, 2.77762, -0.27588)  0.11
H (7.82927, 5.18785, -0.93444)  0.11
H (8.92262, 5.80072, 0.42126)  0.11
H (6.95082, 5.96912, 1.85842)  0.11
H (6.66396, 4.16327, 1.69199)  0.10
H (5.55964, 6.21853, -0.47104)  0.11
H (5.41570, 4.37667, -0.48434)  0.12
H (4.28646, 6.33078, 1.87222)  0.12
H (4.13364, 4.47115, 1.78314)  0.11
H (2.65582, 6.62560, 0.03806)  0.12
H (2.77370, 4.90185, -0.61298)  0.11
H (1.59509, 4.07299, 1.66848)  0.11
H (1.57892, 5.84294, 2.20217)  0.12
H (0.11162, 5.48672, -0.55926)  0.13
H (-0.20046, 6.54809, 0.94117)  0.12
H (-0.74067, 3.45152, 0.94931)  0.13
H (-1.35975, 4.68631, 2.21174)  0.13
H (-2.35812, 5.88045, 0.24632)  0.11
H (-4.28715, 6.34706, 1.12536)  0.11
H (-3.79228, 5.69016, 2.55069)  0.11
H (-3.51458, 2.49594, 0.31761)  0.18
H (-6.18024, 2.74041, 0.79654)  0.14
H (-5.63154, 3.41780, 2.42571)  0.14
H (-4.74332, 1.36248, 3.30109)  0.12
H (-4.15490, 0.82480, 1.64436)  0.11
H (-6.48477, 0.08508, 0.91485)  0.13
H (-5.88179, -0.78601, 2.41178)  0.13
H (-7.58279, -0.12717, 3.62170)  0.09
H (-8.44714, 0.97570, 0.96290)  0.12
H (-9.36241, 1.57138, 2.43084)  0.13
H (-8.58182, -1.99654, 3.58118)  0.09
H (-10.19950, -4.17515, 3.12418)  0.09
H (-12.17831, -4.09536, 1.29737)  0.10
H (-12.55532, -1.83655, -0.08983)  0.11
H (-12.08574, 0.55297, 0.15892)  0.11
O (-10.43320, -6.83914, -3.39756)  -0.25
P (-8.90000, -6.83602, -3.37136)  0.73
O (-8.76234, -5.17421, -3.34878)  -0.25
C (-9.53210, -4.38303, -2.44958)  -0.29
C (-8.86230, -4.23453, -1.09773)  -0.07
O (-8.68574, -7.06460, -5.00088)  -0.22
C (-9.71028, -7.69248, -5.76913)  -0.29
C (-10.65766, -6.65633, -6.36365)  -0.07
O (-7.19798, -6.96684, -3.27910)  -0.21
C (-6.30943, -6.06080, -2.65717)  -0.29
C (-6.12121, -6.40020, -1.19137)  -0.08
H (-10.54418, -4.77330, -2.32250)  0.10
H (-9.63224, -3.39368, -2.90756)  0.12
H (-8.82178, -5.19743, -0.58164)  0.07
H (-9.41691, -3.53600, -0.46511)  0.05
H (-7.84145, -3.85915, -1.19824)  0.07
H (-10.24665, -8.42910, -5.16597)  0.10
H (-9.22526, -8.24350, -6.58081)  0.12
H (-10.95498, -5.89924, -5.63665)  0.07
H (-11.55835, -7.14472, -6.74652)  0.08
H (-10.16768, -6.13440, -7.18647)  0.07
H (-6.58894, -5.01980, -2.80754)  0.10
H (-5.34518, -6.17460, -3.16346)  0.13
H (-7.07363, -6.59751, -0.69731)  0.06
H (-5.60664, -5.58788, -0.67225)  0.08
H (-5.51832, -7.30491, -1.08491)  0.08